# 1
{"formula": "C4H12", "method": "ωB97M-V with the def2-TZVPD basis set", "e_tot_ha": -159.56880, "spin_multiplicity": 1, "smiles": "CC.CC", "lumo_ev": 1.175, "fmax_ha_per_bohr": 0.0456, "symbols": ["C", "C", "H", "H", "H", "H", "H", "H", "C", "C", "H", "H", "H", "H", "H", "H"], "coordinates": [[-0.14068, 1.58332, -1.11962], [-0.83372, 0.33500, -1.61845], [0.90038, 1.48617, -0.79273], [-0.09196, 2.33646, -1.93243], [-0.60961, 2.01118, -0.23915], [-0.90384, -0.50584, -0.92641], [-0.22491, -0.04535, -2.45010], [-1.88283, 0.47118, -1.91238], [0.57328, -0.23931, 1.60893], [0.37757, -1.73213, 1.11359], [-0.25729, 0.36786, 1.25941], [0.67582, -0.22564, 2.68940], [1.40037, 0.25275, 1.09461], [-0.65681, -2.01296, 1.32768], [0.73472, -1.76665, 0.07722], [0.93951, -2.31604, 1.82041]]}

=====

# 2
{"formula": "C4H12", "method": "ωB97M-V with the def2-TZVPD basis set", "e_tot_ha": -159.57168, "spin_multiplicity": 1, "smiles": "CC.CC", "lumo_ev": 1.098, "fmax_ha_per_bohr": 0.0438, "symbols": ["C", "C", "H", "H", "H", "H", "H", "H", "C", "C", "H", "H", "H", "H", "H", "H"], "coordinates": [[0.80404, -0.54143, 1.68995], [2.12618, 0.05891, 2.12576], [0.82020, -1.62590, 1.51132], [0.01856, -0.32997, 2.44274], [0.46080, -0.04122, 0.79057], [2.11209, 1.15444, 2.07567], [2.99971, -0.38605, 1.64675], [2.32420, -0.07191, 3.19564], [-1.04178, 0.35557, -1.27189], [-1.86666, 0.17528, -2.53062], [-0.27618, 1.11929, -1.30486], [-1.74576, 0.35019, -0.44460], [-0.43763, -0.57697, -1.12833], [-1.30904, -0.16236, -3.40789], [-2.64902, -0.56245, -2.46008], [-2.33970, 1.08458, -2.93014]]}

=====

# 3
{"formula": "C4H12", "method": "ωB97M-V with the def2-TZVPD basis set", "e_tot_ha": -159.56492, "spin_multiplicity": 1, "smiles": "CC.CC", "lumo_ev": 1.102, "fmax_ha_per_bohr": 0.0580, "symbols": ["C", "C", "H", "H", "H", "H", "H", "H", "C", "C", "H", "H", "H", "H", "H", "H"], "coordinates": [[2.94556, -0.71602, 0.48329], [1.60041, -0.52375, 1.19565], [3.50699, -1.55810, 0.86911], [2.79951, -0.83052, -0.59640], [3.49193, 0.23182, 0.52079], [1.79826, -0.08405, 2.16582], [1.22559, -1.52809, 1.38089], [0.81578, 0.03107, 0.68845], [-2.56011, -0.09768, -0.71165], [-1.92301, 1.25967, -0.85431], [-1.88002, -0.72538, -0.14323], [-3.60686, -0.07497, -0.40577], [-2.73688, -0.56087, -1.69223], [-1.54716, 1.76000, 0.03454], [-2.68076, 1.97844, -1.23893], [-1.24923, 1.43843, -1.69604]]}

=====

# 4
{"formula": "C4H12", "method": "ωB97M-V with the def2-TZVPD basis set", "e_tot_ha": -159.56821, "spin_multiplicity": 1, "smiles": "CC.CC", "lumo_ev": 1.149, "fmax_ha_per_bohr": 0.0398, "symbols": ["C", "C", "H", "H", "H", "H", "H", "H", "C", "C", "H", "H", "H", "H", "H", "H"], "coordinates": [[-0.22396, -0.00140, 2.45123], [-1.02039, 0.82487, 1.43015], [-0.31417, 0.34874, 3.47741], [-0.63370, -1.01281, 2.46868], [0.81621, -0.04226, 2.14971], [-1.78566, 1.46625, 1.89060], [-1.45445, 0.17199, 0.69339], [-0.43672, 1.68089, 1.07771], [0.36681, -0.35501, -1.20940], [0.82521, -0.46674, -2.66037], [1.01450, 0.39950, -0.76976], [-0.69163, -0.15806, -1.10664], [0.54012, -1.29959, -0.69048], [0.58455, 0.34960, -3.34018], [0.49560, -1.37781, -3.15935], [1.91767, -0.52815, -2.70270]]}

=====

# 5
{"formula": "C4H12", "method": "ωB97M-V with the def2-TZVPD basis set", "e_tot_ha": -159.57348, "spin_multiplicity": 1, "smiles": "CC.CC", "lumo_ev": 1.134, "fmax_ha_per_bohr": 0.0289, "symbols": ["C", "C", "H", "H", "H", "H", "H", "H", "C", "C", "H", "H", "H", "H", "H", "H"], "coordinates": [[0.40759, -0.10825, -2.30542], [-0.86298, 0.69823, -2.17354], [1.24554, 0.40673, -1.82689], [0.29096, -1.14082, -1.97894], [0.80974, -0.23636, -3.32034], [-1.69275, 0.09899, -2.56524], [-0.96139, 1.55461, -2.83968], [-0.98881, 0.96729, -1.13077], [0.33075, 0.34149, 1.82662], [0.14138, -0.92798, 2.65212], [0.45593, 0.17391, 0.75311], [-0.65095, 0.82564, 1.82741], [1.06866, 1.06482, 2.16227], [-0.33136, -0.71839, 3.60914], [1.05988, -1.47304, 2.86892], [-0.48544, -1.60744, 2.08083]]}

=====

# 6
{"formula": "C4H12", "method": "ωB97M-V with the def2-TZVPD basis set", "e_tot_ha": -159.54187, "spin_multiplicity": 1, "smiles": "CC.CC", "lumo_ev": 1.137, "fmax_ha_per_bohr": 0.0677, "symbols": ["C", "C", "H", "H", "H", "H", "H", "H", "C", "C", "H", "H", "H", "H", "H", "H"], "coordinates": [[-0.07028, 1.35410, 0.70027], [0.18829, 2.83372, 0.89569], [-1.14569, 1.24929, 0.38838], [0.65369, 0.95946, -0.09337], [-0.01745, 0.78462, 1.57859], [0.85660, 3.34352, 0.18425], [0.57373, 3.20524, 1.90601], [-0.77748, 3.45552, 0.81141], [0.47355, -2.61523, -0.27808], [-0.48203, -1.76819, -1.30433], [-0.00343, -2.45957, 0.70504], [0.53586, -3.66369, -0.62418], [1.45849, -2.10295, -0.18442], [0.13471, -1.19607, -2.08660], [-1.11974, -2.30960, -1.91654], [-1.25882, -1.07019, -0.68211]]}

=====

# 7
{"formula": "C4H12", "method": "ωB97M-V with the def2-TZVPD basis set", "e_tot_ha": -159.56297, "spin_multiplicity": 1, "smiles": "CC.CC", "lumo_ev": 1.135, "fmax_ha_per_bohr": 0.0496, "symbols": ["C", "C", "H", "H", "H", "H", "H", "H", "C", "C", "H", "H", "H", "H", "H", "H"], "coordinates": [[0.92078, -1.54170, -0.90934], [2.00158, -1.51543, 0.12427], [0.21668, -2.36656, -0.75828], [0.48068, -0.55043, -1.02767], [1.24187, -1.86366, -1.90006], [2.34407, -0.48809, 0.30460], [1.69384, -1.83554, 1.13694], [2.87251, -2.15674, 0.00430], [-1.17111, 1.76902, 1.06626], [-1.75664, 1.32792, -0.29618], [-1.84784, 1.79803, 1.91026], [-0.31197, 1.13136, 1.31550], [-0.84066, 2.80093, 0.90188], [-1.84334, 0.23789, -0.20855], [-1.03541, 1.60082, -1.05560], [-2.81675, 1.52524, -0.44457]]}

=====

# 8
{"formula": "C4H12", "method": "ωB97M-V with the def2-TZVPD basis set", "e_tot_ha": -159.58272, "spin_multiplicity": 1, "smiles": "CC.CC", "lumo_ev": 1.129, "fmax_ha_per_bohr": 0.0199, "symbols": ["C", "C", "H", "H", "H", "H", "H", "H", "C", "C", "H", "H", "H", "H", "H", "H"], "coordinates": [[0.45638, -0.89220, 2.55573], [1.45723, -0.75764, 1.41197], [-0.55731, -1.02202, 2.18730], [0.72589, -1.73629, 3.19588], [0.46966, 0.00047, 3.18358], [1.52170, -1.69492, 0.85976], [1.21478, 0.00875, 0.68445], [2.43001, -0.51684, 1.82854], [-0.43190, 0.48302, -1.59678], [-1.52014, 1.18711, -2.38769], [-0.77820, 0.06071, -0.65249], [-0.04301, -0.39698, -2.12375], [0.45591, 1.09572, -1.42415], [-1.12124, 1.62746, -3.30074], [-1.91923, 2.02062, -1.80677], [-2.36053, 0.53304, -2.61485]]}

=====

# 9
{"formula": "C4H12", "method": "ωB97M-V with the def2-TZVPD basis set", "e_tot_ha": -159.56974, "spin_multiplicity": 1, "smiles": "CC.CC", "lumo_ev": 1.148, "fmax_ha_per_bohr": 0.0324, "symbols": ["C", "C", "H", "H", "H", "H", "H", "H", "C", "C", "H", "H", "H", "H", "H", "H"], "coordinates": [[1.08472, -0.83906, -0.69789], [2.18983, -0.41700, -1.62929], [0.76050, -0.08476, 0.01574], [0.23201, -1.21345, -1.26156], [1.47057, -1.55114, 0.04715], [1.81314, 0.19314, -2.45777], [2.42210, -1.34453, -2.17761], [3.05392, 0.05391, -1.17231], [-1.14209, 1.29243, 1.16557], [-2.06543, 0.07240, 1.21120], [-0.12951, 1.00543, 1.42971], [-1.24344, 1.66697, 0.15180], [-1.46979, 2.03999, 1.88839], [-1.84071, -0.51300, 0.30788], [-3.14092, 0.25518, 1.13216], [-1.99489, -0.61651, 2.04684]]}

=====

# 10
{"formula": "C4H12", "method": "ωB97M-V with the def2-TZVPD basis set", "e_tot_ha": -159.57772, "spin_multiplicity": 1, "smiles": "CC.CC", "lumo_ev": 1.142, "fmax_ha_per_bohr": 0.0241, "symbols": ["C", "C", "H", "H", "H", "H", "H", "H", "C", "C", "H", "H", "H", "H", "H", "H"], "coordinates": [[0.82327, 2.38442, -0.86416], [1.70936, 1.18205, -1.21414], [0.27288, 2.82825, -1.68904], [0.13325, 2.13729, -0.05561], [1.44500, 3.17688, -0.43172], [2.29898, 0.87476, -0.35324], [2.41909, 1.35129, -2.01981], [1.02150, 0.35711, -1.40862], [-1.83880, -2.25734, 0.89252], [-0.66727, -1.29374, 1.04041], [-2.21681, -2.51812, 1.88363], [-2.73945, -1.93887, 0.36370], [-1.53324, -3.17948, 0.39458], [-0.30368, -0.82235, 0.13404], [0.12955, -1.78704, 1.59517], [-0.95364, -0.49510, 1.73228]]}

=====

# 11
{"formula": "C4H12", "method": "ωB97M-V with the def2-TZVPD basis set", "e_tot_ha": -159.58484, "spin_multiplicity": 1, "smiles": "CC.CC", "lumo_ev": 1.126, "fmax_ha_per_bohr": 0.0107, "symbols": ["C", "C", "H", "H", "H", "H", "H", "H", "C", "C", "H", "H", "H", "H", "H", "H"], "coordinates": [[0.62042, -0.01228, 1.58578], [0.80314, -0.05032, 3.11059], [-0.44061, 0.00790, 1.33465], [1.08400, 0.88330, 1.17920], [1.06991, -0.88120, 1.11213], [0.33888, 0.82755, 3.55914], [0.34602, -0.94157, 3.53439], [1.85692, -0.01669, 3.37200], [-0.13274, 0.46104, -2.11380], [-1.28266, -0.42273, -2.58895], [0.43116, 0.86184, -2.95284], [-0.50557, 1.29859, -1.51557], [0.55237, -0.08975, -1.47002], [-1.96902, 0.14245, -3.21826], [-0.92149, -1.25709, -3.18505], [-1.85074, -0.81104, -1.74338]]}

=====

# 12
{"formula": "C4H12", "method": "ωB97M-V with the def2-TZVPD basis set", "e_tot_ha": -159.56731, "spin_multiplicity": 1, "smiles": "CC.CC", "lumo_ev": 1.134, "fmax_ha_per_bohr": 0.0301, "symbols": ["C", "C", "H", "H", "H", "H", "H", "H", "C", "C", "H", "H", "H", "H", "H", "H"], "coordinates": [[1.40776, 1.11146, -0.88542], [2.74210, 0.78744, -0.23874], [0.94600, 0.25706, -1.36018], [0.73770, 1.37733, -0.07414], [1.32339, 1.94645, -1.58798], [3.00224, 1.41729, 0.57951], [3.54109, 0.78553, -0.98233], [2.78045, -0.16364, 0.35713], [-1.62547, -0.33856, 0.77225], [-2.44750, -1.58046, 0.32966], [-0.80432, -0.41611, 1.47231], [-1.17284, 0.01509, -0.14098], [-2.36290, 0.39126, 1.08921], [-2.91307, -1.37422, -0.63887], [-3.25833, -1.68861, 1.02951], [-1.89629, -2.52730, 0.27907]]}